Entry 1:
C3H10N3 | ωB97M-V with the def2-TZVPD basis set

Its total charge is +1. For the lowest unoccupied orbital energy, the calculation gives -3.62 eV. The value obtained for the molar mass is 88.13 g mol⁻¹. As for the HOMO-LUMO gap: 10.8 eV. The energy relative to the best compared isomer or geometry (same formula, charge and spin) comes out at 412.80 kJ/mol.

Last column: Mulliken charge in e.
Atoms and positions in Å:
C -0.344 -0.510 -0.118  0.404
C 2.206 0.932 -0.201  -1.177
C 1.520 -0.350 0.282  -0.322
N -0.751 0.663 -0.016  -0.352
N -0.930 -1.700 -0.182  -0.412
N -2.254 0.802 0.079  -0.304
H 3.144 0.966 0.221  0.407
H 2.348 0.842 -1.241  0.344
H 1.830 1.887 -0.018  0.369
H 1.819 -1.416 0.095  0.344
H 1.366 -0.196 1.416  0.253
H -0.436 -2.537 -0.557  0.238
H -1.828 -2.007 0.118  0.182
H -2.316 1.754 0.153  0.302
H -2.709 0.325 0.833  0.341
H -2.666 0.546 -0.864  0.383

---

Entry 2:
C8H25N2P2W | ωB97M-V with the def2-TZVPD basis set

Its total charge is +3. For the lowest unoccupied orbital energy (spin up / spin down), the calculation gives -13.94 / -13.13 eV. The value obtained for the molar mass is 395.09 g mol⁻¹. As for the HOMO-LUMO gap (spin up / spin down): 6.9 / 7.9 eV. As for the expectation value of S²: 2.02. The spin multiplicity is 3.

Last column: Mulliken charge in e.
Atoms and positions in Å:
W 0.000 0.000 0.000  0.927
C 4.024 0.603 0.686  -1.270
P 2.430 0.012 0.000  0.686
C 3.021 -1.417 -0.987  -1.141
C 2.162 1.237 -1.348  -1.401
C 1.651 2.581 -0.838  -0.817
P 0.012 2.426 0.000  0.302
C -0.617 4.137 -0.238  -1.211
C 0.486 2.554 1.771  -1.204
H 4.772 0.755 -0.098  0.449
H 4.423 -0.124 1.399  0.443
H 3.888 1.550 1.215  0.419
H 3.838 -1.136 -1.658  0.441
H 2.206 -1.823 -1.594  0.443
H 3.379 -2.213 -0.328  0.416
H 1.443 0.814 -2.062  0.596
H 3.096 1.392 -1.901  0.540
H 1.533 3.240 -1.706  0.512
H 2.381 3.063 -0.179  0.508
H 0.115 4.884 0.085  0.457
H -1.536 4.288 0.336  0.437
H -0.845 4.315 -1.293  0.445
H 1.170 3.390 1.947  0.606
H 0.966 1.640 2.128  0.600
H -0.406 2.714 2.384  0.463
N -2.051 0.000 0.003  -0.551
C -2.342 0.365 1.385  -0.525
C -1.385 -0.365 2.342  -0.670
N -0.003 0.000 2.051  -0.493
H -2.457 0.681 -0.671  0.400
H -2.382 -0.974 -0.181  0.419
H -3.381 0.111 1.623  0.482
H -2.231 1.448 1.504  0.256
H -1.504 -1.448 2.231  0.387
H -1.623 -0.111 3.381  0.432
H 0.671 -0.681 2.457  0.407
H 0.181 0.974 2.382  -0.175
H 0.000 -1.746 0.000  -0.018

---

Entry 3:
C52H41Br2ClHoN8O7S2 | ωB97M-V with the def2-TZVPD basis set

Its total charge is -1. For the lowest unoccupied orbital energy (spin up / spin down), the calculation gives 1.85 / 1.85 eV. The value obtained for the molar mass is 1314.27 g mol⁻¹. As for the HOMO-LUMO gap (spin up / spin down): 6.1 / 6.1 eV. As for the expectation value of S²: 6.00. The spin multiplicity is 5.

Last column: Mulliken charge in e.
Atoms and positions in Å:
Ho -5.797 -17.480 14.567  0.121
Br -2.945 -15.149 18.402  -0.208
C -3.856 -16.754 18.606  -0.213
C -3.975 -17.316 19.858  -0.249
C -4.519 -18.583 20.024  -0.066
Br -4.492 -19.231 21.821  -0.282
C -5.041 -19.282 18.933  0.787
C -5.482 -20.633 18.911  -0.900
C -6.115 -21.127 17.803  -1.192
C -6.230 -20.313 16.676  0.054
N -5.704 -19.129 16.598  1.619
C -5.093 -18.617 17.714  -1.062
C -4.432 -17.350 17.475  0.695
O -4.395 -16.885 16.274  -0.333
H -3.540 -16.849 20.742  0.408
H -5.510 -21.130 19.873  0.333
H -6.592 -22.104 17.832  0.599
H -6.776 -20.675 15.792  -0.033
N -2.936 -20.932 13.074  0.004
C -2.416 -21.139 14.367  0.486
C -1.695 -22.215 14.924  -1.209
C -1.573 -22.218 16.284  -0.584
C -2.090 -21.138 17.053  -0.523
C -2.679 -20.057 16.519  -0.150
C -2.915 -20.054 15.112  0.079
N -3.731 -19.276 14.359  0.544
C -3.692 -19.787 13.126  0.016
C -4.301 -19.193 11.966  -0.325
C -4.472 -19.654 10.688  -0.433
S -5.146 -18.474 9.683  -0.284
C -5.195 -17.402 10.987  0.108
N -4.757 -17.884 12.136  0.332
H -2.742 -21.485 12.257  0.225
H -1.275 -22.991 14.282  0.370
H -1.001 -23.000 16.810  0.347
H -1.885 -21.157 18.136  0.425
H -2.911 -19.202 17.110  0.287
H -4.210 -20.672 10.413  0.399
H -5.576 -16.394 10.967  0.121
C -7.684 -9.060 11.186  -0.965
O -7.502 -10.009 12.190  -0.383
C -8.597 -10.688 12.618  0.657
C -9.896 -10.589 12.075  -0.782
C -10.962 -11.242 12.742  -0.296
C -10.710 -12.120 13.786  -0.164
C -9.435 -12.223 14.311  0.241
C -8.387 -11.453 13.784  -0.520
N -11.872 -12.803 14.218  -0.336
N -11.938 -13.878 14.762  -0.822
C -10.773 -14.655 15.044  -0.023
C -10.456 -14.888 16.333  -0.598
C -9.319 -15.608 16.703  -0.501
C -8.547 -16.200 15.749  0.194
O -7.540 -16.963 16.041  -0.670
C -8.922 -16.102 14.368  -0.869
N -8.173 -16.800 13.520  1.772
C -8.524 -16.744 12.252  -0.664
C -9.561 -15.944 11.737  -1.337
C -10.313 -15.219 12.631  -0.920
C -10.005 -15.347 13.976  1.253
H -6.753 -8.711 10.772  0.277
H -8.317 -8.253 11.511  0.386
H -8.096 -9.546 10.306  0.344
H -10.086 -9.976 11.235  0.486
H -12.015 -11.141 12.440  0.389
H -9.237 -12.820 15.194  0.446
H -7.398 -11.479 14.224  0.396
H -11.084 -14.434 17.046  0.459
H -9.057 -15.695 17.717  0.504
H -7.896 -17.321 11.552  0.226
H -9.821 -16.107 10.696  0.429
H -11.233 -14.684 12.405  0.622
C -12.110 -24.566 18.541  -1.492
C -11.677 -23.282 17.889  0.799
C -12.699 -22.465 17.412  -0.768
C -12.423 -21.177 16.950  -0.412
C -11.112 -20.640 17.038  -0.489
C -10.130 -21.433 17.527  -0.206
C -10.371 -22.759 17.886  -0.897
S -10.759 -18.962 16.654  1.764
O -10.275 -18.340 17.886  -0.755
O -11.935 -18.383 16.053  -0.773
N -9.605 -19.102 15.577  1.482
C -9.922 -19.541 14.236  -0.434
C -8.946 -20.591 13.776  -1.034
C -7.688 -19.977 13.108  0.011
O -7.580 -20.059 11.887  -0.739
O -6.844 -19.425 13.907  0.754
H -12.629 -24.361 19.463  0.321
H -11.271 -25.254 18.762  0.351
H -12.774 -25.106 17.904  0.381
H -13.713 -22.833 17.425  0.378
H -13.229 -20.605 16.582  0.587
H -9.097 -21.069 17.671  0.395
H -9.576 -23.345 18.294  0.411
H -8.809 -18.430 15.693  -0.934
H -10.065 -18.673 13.565  -0.018
H -10.965 -19.996 14.216  0.599
H -9.391 -21.190 13.025  0.369
H -8.537 -21.172 14.622  0.310
Cl -4.187 -13.592 8.238  -0.283
C -4.640 -13.987 9.880  0.161
C -5.972 -13.948 10.296  -1.128
C -6.322 -14.237 11.612  0.093
C -5.359 -14.581 12.580  0.910
C -5.694 -14.987 13.994  -1.865
C -4.031 -14.646 12.109  -0.513
C -3.696 -14.421 10.783  -0.741
H -6.743 -13.765 9.575  0.495
H -7.363 -14.283 11.839  0.693
H -6.677 -14.609 14.382  -0.216
H -4.853 -14.843 14.647  1.007
H -3.229 -14.919 12.790  0.406
H -2.731 -14.627 10.399  0.479

---

Entry 4:
C3H5N2O3S | ωB97M-V with the def2-TZVPD basis set

Its total charge is -1. For the lowest unoccupied orbital energy, the calculation gives 3.92 eV. The value obtained for the molar mass is 149.15 g mol⁻¹. As for the HOMO-LUMO gap: 7.1 eV. The energy relative to the best compared isomer or geometry (same formula, charge and spin) comes out at 359.74 kJ/mol.

Last column: Mulliken charge in e.
Atoms and positions in Å:
C 1.699 0.960 -0.856  -0.270
C 0.310 -0.704 1.349  -0.230
C -1.055 -0.960 0.847  -1.132
N 1.956 -0.468 -0.845  -0.161
N 1.478 -1.316 -0.206  -0.242
O 0.542 1.488 -0.312  -0.348
O 1.609 1.602 1.909  -0.657
O -0.894 1.715 1.728  -0.651
S 0.372 1.104 1.342  1.064
H 1.548 1.280 -1.863  0.320
H 2.591 1.479 -0.500  0.265
H -0.969 -2.022 0.578  0.378
H -1.279 -0.596 -0.097  0.371
H -1.885 -0.640 1.472  0.290

---

Entry 5:
C37H72Br2F5N6 | ωB97M-V with the def2-TZVPD basis set

Its total charge is +1. For the lowest unoccupied orbital energy, the calculation gives -4.57 eV. The value obtained for the molar mass is 855.82 g mol⁻¹. As for the HOMO-LUMO gap: 4.7 eV.

Last column: Mulliken charge in e.
Atoms and positions in Å:
C 1.701 -0.525 4.370  -0.638
C 1.656 -0.621 2.987  -1.020
C 1.552 0.722 2.204  1.236
C 0.155 1.146 1.903  -0.830
C 0.009 2.384 1.172  0.418
C -1.375 2.962 0.780  -0.631
Br -1.633 3.553 -1.073  -0.074
C -2.434 3.112 1.628  0.288
C -3.815 3.688 1.139  -1.155
Br -2.351 2.631 3.515  -0.063
N 1.101 3.110 0.738  0.188
C 2.414 2.728 0.972  0.277
C 3.518 3.659 0.355  -1.328
N 4.135 4.606 1.288  -0.446
C 2.737 1.518 1.746  0.591
C 4.177 1.058 2.076  0.418
F 5.144 2.031 2.008  -0.356
F 4.298 0.505 3.351  -0.269
C 4.575 -0.124 1.049  0.825
F 5.813 0.044 0.523  -0.290
F 4.417 -1.359 1.590  -0.231
F 3.688 -0.019 -0.021  -0.288
H 0.975 -1.148 4.957  0.310
H 2.411 0.169 4.892  0.178
H 1.666 -1.616 2.466  0.427
H -0.698 0.525 2.250  0.656
H -3.694 4.628 0.545  0.390
H -4.513 3.871 2.004  0.370
H -4.314 2.932 0.461  0.228
H 0.934 3.977 0.211  0.372
H 4.301 3.051 -0.186  0.280
H 3.023 4.272 -0.457  0.549
H 3.591 5.461 1.391  0.301
H 4.336 4.197 2.198  0.217
C 2.298 3.703 4.477  -0.223
C 2.194 4.510 5.763  -0.832
N 0.961 4.289 6.495  0.164
C 0.760 5.244 7.582  -0.687
C 1.753 5.214 8.746  -0.973
C 0.652 2.904 6.818  -0.401
C 1.670 2.126 7.657  -1.126
H 1.457 3.912 3.810  0.163
H 3.218 3.968 3.953  0.116
H 2.334 2.628 4.669  -0.095
H 2.250 5.567 5.484  0.469
H 3.079 4.302 6.379  0.313
H -0.253 5.127 7.979  0.359
H 0.776 6.251 7.151  0.421
H 1.566 4.373 9.414  0.229
H 1.637 6.121 9.346  0.398
H 2.790 5.177 8.413  0.273
H 0.499 2.359 5.879  0.016
H -0.323 2.858 7.313  0.465
H 2.700 2.309 7.346  0.230
H 1.486 1.053 7.555  0.384
H 1.580 2.360 8.717  0.341
C -4.917 2.251 -4.698  -1.517
C -4.184 1.314 -3.746  -0.208
N -4.957 0.939 -2.571  0.312
C -4.163 0.256 -1.559  -0.125
C -3.574 -1.111 -1.919  -1.145
C -6.270 0.358 -2.826  -1.199
C -6.330 -0.917 -3.670  -0.257
H -5.233 3.164 -4.188  0.324
H -4.254 2.536 -5.517  0.441
H -5.794 1.778 -5.144  0.311
H -3.279 1.837 -3.416  0.359
H -3.847 0.434 -4.312  0.234
H -4.757 0.152 -0.644  0.429
H -3.333 0.917 -1.280  -0.189
H -4.330 -1.895 -1.893  0.181
H -2.813 -1.386 -1.181  0.435
H -3.093 -1.116 -2.897  0.292
H -6.890 1.117 -3.313  0.443
H -6.775 0.175 -1.872  0.355
H -5.664 -0.882 -4.534  0.317
H -7.346 -1.059 -4.048  0.436
H -6.088 -1.801 -3.080  -0.193
C -8.938 -7.584 -5.329  -1.419
C -7.922 -6.837 -4.475  -0.306
N -7.861 -5.407 -4.744  0.101
C -6.723 -4.754 -4.109  -0.669
C -6.685 -4.726 -2.578  -0.970
C -9.122 -4.684 -4.650  -0.651
C -9.871 -4.727 -3.315  -0.977
H -8.741 -7.442 -6.394  0.331
H -8.880 -8.654 -5.117  0.432
H -9.962 -7.269 -5.118  0.299
H -6.941 -7.273 -4.690  0.418
H -8.133 -7.045 -3.417  0.249
H -6.642 -3.728 -4.482  0.291
H -5.811 -5.251 -4.459  0.403
H -7.373 -3.984 -2.171  0.186
H -5.683 -4.438 -2.244  0.342
H -6.908 -5.696 -2.134  0.366
H -9.792 -5.065 -5.427  0.382
H -8.959 -3.638 -4.931  0.297
H -9.875 -5.722 -2.868  0.243
H -10.913 -4.436 -3.469  0.382
H -9.451 -4.024 -2.596  0.272
C 11.060 -2.212 -4.022  -1.431
C 9.707 -2.452 -3.365  -0.278
N 9.739 -2.403 -1.910  0.127
C 8.506 -2.878 -1.295  -0.901
C 7.229 -2.072 -1.547  -0.491
C 10.298 -1.193 -1.323  -0.725
C 9.635 0.142 -1.674  -0.705
H 11.804 -2.929 -3.669  0.330
H 10.968 -2.327 -5.105  0.429
H 11.433 -1.202 -3.837  0.299
H 9.375 -3.449 -3.672  0.416
H 8.983 -1.738 -3.782  0.230
H 8.657 -2.971 -0.214  0.383
H 8.332 -3.903 -1.642  0.388
H 7.206 -1.160 -0.953  -0.108
H 6.359 -2.664 -1.244  0.433
H 7.095 -1.813 -2.597  0.302
H 11.353 -1.131 -1.607  0.375
H 10.323 -1.299 -0.234  0.319
H 9.377 0.218 -2.732  0.230
H 10.318 0.964 -1.446  0.379
H 8.733 0.310 -1.084  0.054

---

no.,calculated total energy (eV)
1,-7733.9861
2,-32051.3347
3,-280925.0722
4,-23146.2684
5,-202138.9196